7
Properties=species:S:1:pos:R:3:forces:R:3 method="wB97M-V/def2-TZVPD" multiplicity=3 total_energy_ha=-294.0765 e_homo_ev="-6.014 / -11.581" lumo_ev="0.60 / -2.81" gap_ev="6.61 / 8.77" max_force_ha_per_bohr=0.184 relative_energy_kcal_mol=65.3
C -0.429879 -0.052979 0.355353 -2.4 1.3 -1.3
N 0.791704 0.431869 0.046457 -6.3 6.3 -1.5
F -0.558075 -0.980621 1.293795 0.5 -0.2 0.6
F 1.694956 -0.603742 -0.483606 6.4 -6.4 -2.9
H -1.012394 -0.732371 -0.852997 1.3 1.3 1.7
H -1.101439 0.828246 0.488644 -0.5 -1.1 0.2
H 0.615127 1.109598 -0.847647 1.0 -1.3 3.2

58
Properties=species:S:1:pos:R:3:forces:R:3 method="wB97M-V/def2-TZVPD" multiplicity=1 total_energy_ha=-1210.4638 e_homo_ev=-6.697 lumo_ev=3.01 gap_ev=9.71 max_force_ha_per_bohr=0.121 total_charge=-1 relative_energy_kcal_mol=91.3
N 15.799000 34.286000 34.996000 -3.7 1.8 -4.2
O 16.775000 33.971000 34.336000 1.9 -1.3 0.5
O 15.830000 35.289000 35.710000 0.4 -0.1 2.2
O 14.655000 33.890000 34.564000 0.9 -0.6 1.6
C 20.182000 33.969000 37.911000 -1.3 -0.5 3.3
C 19.034000 33.925000 36.897000 0.2 0.9 1.2
O 17.804000 34.295000 37.573000 -0.7 0.3 -2.6
H 20.367000 34.970000 38.422000 -0.5 -1.0 -0.9
H 21.104000 33.651000 37.503000 1.0 -0.3 -0.7
H 19.977000 33.224000 38.822000 0.3 1.5 -1.9
H 18.933000 32.926000 36.511000 0.0 -0.6 -0.3
H 19.372000 34.582000 36.078000 -0.8 0.1 0.0
H 17.072000 34.459000 36.847000 2.1 -0.1 2.1
C 16.935000 38.522000 32.202000 -0.3 0.8 2.3
C 17.177000 37.034000 32.466000 -2.3 -0.7 -0.7
O 17.377000 36.864000 33.856000 1.2 1.6 -0.8
H 17.825000 39.134000 32.488000 -0.8 -0.3 0.4
H 15.925000 39.034000 32.478000 1.9 -1.3 0.5
H 16.888000 38.661000 31.204000 0.1 0.2 -3.8
H 17.995000 36.615000 31.699000 -1.5 0.7 2.0
H 16.147000 36.494000 32.301000 1.9 0.7 -0.5
H 17.383000 35.944000 34.021000 0.0 -1.7 0.6
C 14.363000 31.202000 30.513000 2.2 -3.0 0.4
C 14.880000 31.685000 31.895000 -0.3 -0.9 -1.8
O 13.766000 31.974000 32.638000 -1.9 0.4 0.4
H 13.663000 30.302000 30.600000 0.9 1.3 0.0
H 15.291000 30.852000 29.834000 -2.2 1.2 1.3
H 13.842000 32.044000 30.224000 -1.2 1.5 -1.8
H 15.510000 32.551000 31.654000 0.4 -0.3 0.7
H 15.325000 30.808000 32.298000 1.5 -0.3 0.8
H 13.919000 32.275000 33.540000 0.6 0.3 -0.2
C 9.760000 34.845000 35.382000 1.5 4.0 1.2
C 11.283000 34.959000 35.266000 1.1 3.0 -0.3
O 11.824000 33.682000 35.054000 0.3 0.7 0.2
H 9.415000 34.288000 36.175000 -0.5 -1.7 1.7
H 9.439000 34.522000 34.485000 -1.2 -1.8 -3.0
H 9.196000 35.814000 35.482000 1.0 -0.4 0.1
H 11.937000 35.551000 36.058000 -1.9 -1.3 -0.5
H 11.590000 35.662000 34.389000 -1.0 -1.2 0.8
H 12.735000 33.994000 34.952000 0.7 -1.3 -0.2
C 13.604000 39.660000 34.450000 1.3 -1.1 1.0
C 14.470000 38.462000 35.051000 2.2 2.4 -5.3
O 14.080000 37.214000 34.547000 0.3 -1.1 1.3
H 13.834000 39.516000 33.437000 -0.5 -0.1 -1.9
H 14.011000 40.710000 34.611000 -0.7 -1.4 0.7
H 12.557000 39.450000 34.676000 0.0 0.6 -0.1
H 14.517000 38.581000 36.019000 -0.3 -0.2 5.5
H 15.573000 38.767000 34.753000 -1.7 -1.0 0.2
H 14.476000 36.460000 35.124000 -0.6 1.8 -1.3
C 19.573000 31.157000 31.408000 0.8 5.3 0.5
C 19.335000 31.861000 32.801000 3.0 2.3 -1.7
O 18.771000 33.196000 32.545000 0.5 -1.4 0.6
H 18.723000 30.814000 30.982000 -3.5 -0.2 -1.4
H 20.010000 30.251000 31.495000 2.8 -2.6 0.6
H 20.068000 31.938000 30.612000 -0.9 -2.1 2.2
H 20.366000 31.916000 33.313000 -0.6 0.8 -1.2
H 18.967000 31.356000 33.630000 -2.4 -1.4 0.8
H 18.273000 33.569000 33.306000 0.4 -0.9 -0.5

13
Properties=species:S:1:pos:R:3:forces:R:3 method="wB97M-V/def2-TZVPD" multiplicity=1 total_energy_ha=-307.3192 e_homo_ev=-10.024 lumo_ev=0.89 gap_ev=10.92 max_force_ha_per_bohr=0.011 relative_energy_kcal_mol=90.5
C -1.476889 -2.023492 -0.503539 0.3 0.4 0.2
C -0.873880 -0.996641 -0.324262 -0.3 -0.4 -0.2
C -0.070123 0.236987 -0.349844 0.0 0.0 -0.1
C -0.748382 1.416096 0.206564 -0.2 0.4 0.2
C -1.233784 2.428181 0.640774 0.2 -0.4 -0.2
C 1.329630 0.057314 0.286031 -0.1 0.3 0.1
O 2.006015 -1.044915 -0.256293 -0.1 -0.2 0.1
H -2.028822 -2.919239 -0.685223 0.1 0.1 0.1
H 0.102981 0.408729 -1.418726 0.0 0.2 0.1
H -1.673801 3.328282 1.012068 0.1 -0.2 0.0
H 1.248027 0.000897 1.380996 -0.1 0.0 -0.2
H 1.919045 0.944524 0.038478 -0.1 -0.1 0.1
H 1.499978 -1.836728 -0.027024 0.1 0.0 -0.1

What is the multiplicity in the first record?
3